w.
Formula: C8H7NO2S
Source: the OMol25 dataset
Level of theory: ωB97M-V with the def2-TZVPD basis set

Positions of all 19 atoms, in Å:
C (0.47, -1.85, -0.39)
O (1.13, 0.33, 2.37)
C (-0.81, 0.35, -0.41)
S (-2.34, 2.09, -1.34)
C (2.05, 0.70, 1.40)
C (-2.16, 0.57, -2.12)
H (-2.79, 0.42, -3.01)
C (1.74, 0.43, 0.13)
C (0.16, -0.41, 1.80)
H (-1.14, 2.27, 0.71)
H (0.37, -1.76, -1.42)
H (2.84, 1.15, 1.82)
N (-1.37, -0.20, -1.47)
O (-0.65, -1.03, 2.45)
H (2.38, 0.24, -0.70)
H (-0.39, -2.31, 0.01)
H (1.40, -2.28, 0.07)
C (0.33, -0.40, 0.25)
C (-1.21, 1.67, -0.16)

The frontier orbital gap comes out at 9.92 eV. The value obtained for the HOMO energy is -9.239 eV. Its total charge is 0. As for the spin multiplicity: 1. The LUMO energy is 0.68 eV.

Charges in e, computed with natural (NBO), in the same order as the atoms: atom 1 (C): -0.58, atom 2 (O): -0.48, atom 3 (C): 0.15, atom 4 (S): 0.45, atom 5 (C): 0.13, atom 6 (C): -0.15, atom 7 (H): 0.23, atom 8 (C): -0.26, atom 9 (C): 0.79, atom 10 (H): 0.25, atom 11 (H): 0.24, atom 12 (H): 0.19, atom 13 (N): -0.45, atom 14 (O): -0.55, atom 15 (H): 0.24, atom 16 (H): 0.23, atom 17 (H): 0.21, atom 18 (C): -0.18, atom 19 (C): -0.46


x.
Formula: C8H7NO2S
Source: the OMol25 dataset
Level of theory: ωB97M-V with the def2-TZVPD basis set

Positions of all 19 atoms, in Å:
H (-1.57, -2.72, -1.14)
H (-2.27, -1.90, 0.70)
C (-0.15, -1.42, -0.02)
C (2.55, 1.27, 0.63)
C (0.74, -0.24, -0.10)
C (-1.13, -1.63, -1.13)
O (-3.74, 0.10, -0.63)
C (1.89, 0.01, 0.72)
C (0.49, 0.96, -0.77)
N (1.01, 2.09, -0.91)
H (2.36, -0.87, 1.29)
H (3.29, 1.49, 1.40)
H (-1.36, -1.10, -2.04)
C (2.01, 2.38, -0.03)
O (-2.78, 1.20, 1.41)
H (0.31, -2.34, 0.45)
H (2.56, 3.32, -0.15)
C (-1.66, -1.17, 0.19)
S (-2.56, 0.60, 0.11)

The frontier orbital gap (spin up / spin down) comes out at 5.96 / 9.16 eV. The value obtained for the HOMO energy (spin up / spin down) is -8.126 / -9.309 eV. Its total charge is 0. As for the spin multiplicity: 1. The LUMO energy (spin up / spin down) is -2.16 / -0.15 eV.

Charges in e, computed with natural (NBO), in the same order as the atoms: atom 1 (H): 0.23, atom 2 (H): 0.24, atom 3 (C): -0.26, atom 4 (C): -0.27, atom 5 (C): -0.14, atom 6 (C): -0.43, atom 7 (O): -0.85, atom 8 (C): -0.14, atom 9 (C): 0.30, atom 10 (N): -0.43, atom 11 (H): 0.23, atom 12 (H): 0.23, atom 13 (H): 0.26, atom 14 (C): 0.03, atom 15 (O): -0.85, atom 16 (H): 0.25, atom 17 (H): 0.22, atom 18 (C): -0.35, atom 19 (S): 1.74


y.
Formula: C8H7NO2S
Source: the OMol25 dataset
Level of theory: ωB97M-V with the def2-TZVPD basis set

Positions of all 19 atoms, in Å:
C (0.61, -1.41, 0.59)
O (-2.22, 2.80, -1.17)
C (-1.28, -1.95, -0.92)
C (1.69, 1.59, 0.43)
C (-0.52, 0.54, 1.94)
H (1.00, 2.17, -0.06)
H (2.59, -1.21, -0.64)
N (1.86, 0.49, -0.06)
C (1.84, -0.76, 0.05)
H (0.29, 0.88, 2.66)
S (-1.90, -0.51, 0.00)
O (-0.31, 3.24, -2.37)
C (-1.24, 2.97, -1.77)
H (-1.89, -2.27, -1.73)
H (0.76, -2.00, 1.43)
C (-0.03, -2.27, -0.48)
C (-0.49, -0.42, 1.04)
H (-1.37, 1.18, 1.98)
H (0.58, -3.03, -0.93)

The frontier orbital gap comes out at 8.46 eV. The value obtained for the HOMO energy is -7.900 eV. Its total charge is 0. As for the spin multiplicity: 1. The LUMO energy is 0.56 eV.

Charges in e, computed with natural (NBO), in the same order as the atoms: atom 1 (C): -0.35, atom 2 (O): -0.52, atom 3 (C): -0.32, atom 4 (C): -0.01, atom 5 (C): -0.43, atom 6 (H): 0.15, atom 7 (H): 0.20, atom 8 (N): -0.30, atom 9 (C): -0.03, atom 10 (H): 0.23, atom 11 (S): 0.27, atom 12 (O): -0.50, atom 13 (C): 1.02, atom 14 (H): 0.23, atom 15 (H): 0.24, atom 16 (C): -0.20, atom 17 (C): -0.14, atom 18 (H): 0.21, atom 19 (H): 0.22


w is the most stable structure; the next one sits 2.363 eV above it.


w.
Formula: C8H17N2O2
Source: the OMol25 dataset
Level of theory: ωB97M-V with the def2-TZVPD basis set

Positions of all 29 atoms, in Å:
H (-2.07, 1.00, 1.82)
C (-2.20, -1.93, 0.35)
H (1.92, 0.39, 2.51)
C (-2.09, 1.68, 0.99)
C (-1.69, -0.89, -0.75)
C (2.16, 0.39, 1.40)
C (1.09, -0.33, -0.83)
H (-1.53, -2.73, 0.21)
H (0.75, -1.79, -2.24)
N (1.52, 1.08, -1.20)
O (-2.43, 0.30, -1.14)
H (1.79, 1.38, 1.07)
H (2.33, -1.67, -1.66)
H (-2.01, -1.63, 1.34)
H (-1.20, 2.12, -0.91)
O (-0.04, -0.38, 1.09)
C (-1.54, 1.15, -0.43)
H (1.57, -1.70, 0.77)
H (-3.22, -2.16, 0.21)
H (3.14, 0.10, 1.25)
N (1.53, -1.16, -1.90)
C (1.34, -0.62, 0.67)
H (-3.12, 2.24, 0.89)
H (1.00, 1.80, -0.65)
H (-1.42, 2.64, 1.18)
H (2.56, 1.11, -1.38)
H (1.16, 1.23, -2.17)
H (-1.62, -1.50, -1.63)
C (-0.63, -0.07, -0.17)

The frontier orbital gap comes out at 9.72 eV. The value obtained for the HOMO energy is -13.067 eV. Its total charge is +1. As for the spin multiplicity: 1. The LUMO energy is -3.35 eV.

Charges in e, computed with natural (NBO), in the same order as the atoms: atom 1 (H): 0.24, atom 2 (C): -0.61, atom 3 (H): 0.27, atom 4 (C): -0.64, atom 5 (C): 0.03, atom 6 (C): -0.64, atom 7 (C): 0.25, atom 8 (H): 0.21, atom 9 (H): 0.41, atom 10 (N): -0.74, atom 11 (O): -0.49, atom 12 (H): 0.19, atom 13 (H): 0.39, atom 14 (H): 0.22, atom 15 (H): 0.19, atom 16 (O): -0.54, atom 17 (C): 0.03, atom 18 (H): 0.22, atom 19 (H): 0.24, atom 20 (H): 0.23, atom 21 (N): -0.87, atom 22 (C): 0.06, atom 23 (H): 0.26, atom 24 (H): 0.46, atom 25 (H): 0.21, atom 26 (H): 0.46, atom 27 (H): 0.45, atom 28 (H): 0.20, atom 29 (C): 0.32


x.
Formula: C8H17N2O2
Source: the OMol25 dataset
Level of theory: ωB97M-V with the def2-TZVPD basis set

Positions of all 29 atoms, in Å:
O (-0.55, -0.22, -1.44)
C (0.35, -2.78, 1.95)
H (2.12, -2.93, -0.02)
N (-0.12, -1.28, -0.65)
C (1.24, -1.67, 1.41)
H (0.68, 0.92, 1.40)
H (1.69, 2.28, -1.44)
H (3.13, -2.52, 1.32)
C (-1.17, 2.08, -0.61)
H (-2.31, 3.15, -1.84)
H (-1.26, 2.05, -2.76)
H (-0.65, -2.62, 1.46)
H (-0.57, 3.63, -2.01)
N (0.36, 0.48, 0.49)
H (-0.91, 2.80, 0.06)
H (0.74, -3.81, 1.59)
H (2.86, -1.26, 0.14)
H (-2.89, 0.75, -0.74)
C (-1.35, 2.82, -1.93)
C (0.49, -0.85, 0.43)
H (-0.04, -2.22, -1.11)
H (1.55, -0.92, 2.07)
C (-0.24, 0.90, -0.72)
C (2.47, -2.11, 0.66)
H (-2.16, 1.08, 0.87)
H (-2.94, 2.32, 0.09)
C (-2.42, 1.45, -0.12)
H (0.21, -2.84, 2.97)
O (1.68, 1.32, -1.51)

The frontier orbital gap (spin up / spin down) comes out at 9.24 / 9.24 eV. The value obtained for the HOMO energy (spin up / spin down) is -12.913 / -12.912 eV. Its total charge is +1. As for the spin multiplicity: 1. The LUMO energy (spin up / spin down) is -3.67 / -3.67 eV.

Charges in e, computed with natural (NBO), in the same order as the atoms: atom 1 (O): -0.27, atom 2 (C): -0.60, atom 3 (H): 0.20, atom 4 (N): -0.24, atom 5 (C): -0.27, atom 6 (H): 0.48, atom 7 (H): 0.44, atom 8 (H): 0.24, atom 9 (C): -0.30, atom 10 (H): 0.22, atom 11 (H): 0.23, atom 12 (H): 0.21, atom 13 (H): 0.24, atom 14 (N): -0.56, atom 15 (H): 0.24, atom 16 (H): 0.24, atom 17 (H): 0.24, atom 18 (H): 0.23, atom 19 (C): -0.58, atom 20 (C): 0.57, atom 21 (H): 0.47, atom 22 (H): 0.22, atom 23 (C): 0.75, atom 24 (C): -0.57, atom 25 (H): 0.20, atom 26 (H): 0.24, atom 27 (C): -0.59, atom 28 (H): 0.25, atom 29 (O): -0.91


w is the most stable structure; the next one sits 1.036 eV above it.


w.
Formula: C5H6S2
Source: the OMol25 dataset
Level of theory: ωB97M-V with the def2-TZVPD basis set

Positions of all 13 atoms, in Å:
H (-0.52, 1.72, -0.37)
C (-0.80, -1.54, -0.03)
H (-1.25, -2.01, -0.94)
H (-1.28, -2.11, 0.75)
C (-0.39, 0.84, 0.34)
H (-0.20, 1.12, 1.45)
S (-3.10, -0.05, -0.13)
C (2.03, 0.98, -0.22)
H (1.98, 2.07, -0.43)
C (-1.43, -0.25, 0.08)
C (0.99, 0.22, -0.02)
H (3.01, 0.49, -0.51)
S (0.97, -1.49, 0.02)

The frontier orbital gap comes out at 8.07 eV. The value obtained for the HOMO energy is -8.648 eV. Its total charge is 0. As for the spin multiplicity: 1. The LUMO energy is -0.58 eV.

Charges in e, computed with natural (NBO), in the same order as the atoms: atom 1 (H): 0.26, atom 2 (C): -0.69, atom 3 (H): 0.27, atom 4 (H): 0.27, atom 5 (C): -0.54, atom 6 (H): 0.27, atom 7 (S): 0.00, atom 8 (C): -0.44, atom 9 (H): 0.21, atom 10 (C): 0.02, atom 11 (C): -0.18, atom 12 (H): 0.21, atom 13 (S): 0.32


x.
Formula: C5H6S2
Source: the OMol25 dataset
Level of theory: ωB97M-V with the def2-TZVPD basis set

Positions of all 13 atoms, in Å:
H (0.66, -1.80, -2.04)
H (-0.53, 0.77, 0.98)
H (1.07, -0.23, -2.69)
C (-2.76, 0.31, -0.37)
H (-1.77, 0.43, 2.89)
C (-2.03, 1.23, 2.13)
C (-0.20, 0.22, 0.25)
C (1.10, -0.91, -1.74)
S (-3.27, -0.34, -1.71)
C (0.42, -0.30, -0.64)
S (-3.33, 0.73, 1.16)
H (-2.15, 2.31, 2.56)
H (2.12, -0.96, -1.49)

The frontier orbital gap (spin up / spin down) comes out at 6.01 / 8.48 eV. The value obtained for the HOMO energy (spin up / spin down) is -7.427 / -9.178 eV. Its total charge is 0. As for the spin multiplicity: 1. The LUMO energy (spin up / spin down) is -1.42 / -0.70 eV.

Charges in e, computed with natural (NBO), in the same order as the atoms: atom 1 (H): 0.24, atom 2 (H): 0.20, atom 3 (H): 0.23, atom 4 (C): -0.42, atom 5 (H): 0.21, atom 6 (C): -0.66, atom 7 (C): -0.24, atom 8 (C): -0.69, atom 9 (S): 0.19, atom 10 (C): 0.05, atom 11 (S): 0.43, atom 12 (H): 0.22, atom 13 (H): 0.24


w is the most stable structure; the next one sits 5.049 eV above it.